{
  "formula": "C22H26BCl3F2N7O4OsS3Si2",
  "method": "ωB97M-V/def2-TZVPD",
  "lumo_energy_ha": 0.0872,
  "largest_force_ev_per_a": 1.22,
  "homo_ev": -5.38,
  "orbital_gap_ev": 7.75,
  "total_charge": -1,
  "symbols": ["Os", "N", "C", "C", "C", "C", "C", "C", "S", "O", "O", "N", "C", "N", "C", "C", "C", "N", "H", "H", "H", "H", "H", "H", "H", "H", "H", "C", "Si", "C", "C", "H", "H", "H", "H", "H", "H", "H", "H", "H", "N", "C", "C", "C", "C", "C", "C", "S", "O", "O", "N", "C", "S", "C", "C", "N", "H", "H", "H", "H", "H", "H", "H", "H", "Cl", "Si", "Cl", "Cl", "F", "B", "F"],
  "xyz": [[0.33, -0.57, 0.27], [-5.68, -0.03, 5.01], [-4.52, 0.33, 4.31], [-4.33, -0.07, 2.99], [-3.20, 0.30, 2.30], [-2.26, 1.11, 2.91], [-2.43, 1.54, 4.22], [-3.56, 1.15, 4.92], [-0.75, 1.47, 2.08], [0.12, 0.29, 2.32], [-0.26, 2.71, 2.60], [-0.95, 1.31, 0.51], [-1.90, 2.02, -0.17], [-2.14, 1.64, -1.43], [-3.12, 2.27, -2.06], [-3.87, 3.27, -1.48], [-3.53, 3.60, -0.18], [-2.55, 2.99, 0.48], [-6.12, -0.86, 4.67], [-5.57, -0.05, 6.01], [-5.07, -0.70, 2.50], [-3.08, -0.04, 1.28], [-1.69, 2.17, 4.67], [-3.70, 1.48, 5.94], [-3.30, 1.94, -3.08], [-4.67, 3.77, -2.00], [-4.05, 4.38, 0.36], [2.88, 0.38, -2.32], [1.10, 0.65, -1.73], [0.11, 0.27, -3.29], [1.14, 2.51, -1.40], [3.00, 1.13, -3.12], [3.07, -0.59, -2.76], [3.64, 0.58, -1.56], [0.23, -0.77, -3.61], [0.50, 0.89, -4.11], [-0.95, 0.47, -3.17], [1.45, 3.01, -2.32], [1.90, 2.70, -0.64], [0.22, 2.96, -1.07], [-4.15, -7.37, 1.19], [-3.97, -6.09, 0.64], [-4.17, -5.87, -0.72], [-4.01, -4.60, -1.25], [-3.66, -3.54, -0.42], [-3.48, -3.75, 0.94], [-3.63, -5.02, 1.47], [-3.35, -1.93, -1.07], [-3.59, -2.00, -2.50], [-4.13, -1.00, -0.29], [-1.80, -1.67, -0.75], [-0.90, -2.30, -1.52], [-1.04, -3.51, -2.76], [0.69, -3.55, -2.90], [1.25, -2.66, -2.06], [0.34, -1.94, -1.32], [-4.00, -8.12, 0.53], [-3.63, -7.52, 2.04], [-4.44, -6.70, -1.36], [-4.14, -4.42, -2.31], [-3.19, -2.93, 1.58], [-3.47, -5.19, 2.53], [1.19, -4.23, -3.57], [2.30, -2.48, -1.90], [0.84, -4.44, 0.55], [0.92, -2.57, 1.48], [2.65, -2.66, 2.62], [-0.58, -2.76, 2.93], [2.74, 1.01, 1.15], [2.27, -0.11, 0.57], [3.31, -0.90, 0.15]]
}



{
  "formula": "C22H26BCl5CoF4GeN3O5",
  "method": "ωB97M-V/def2-TZVPD",
  "lumo_energy_ha": [-0.0243, -0.0274],
  "largest_force_ev_per_a": 1.46,
  "homo_ev": [-8.00, -8.00],
  "orbital_gap_ev": [7.33, 7.25],
  "symbols": ["Co", "C", "N", "C", "C", "O", "C", "O", "C", "C", "O", "N", "C", "C", "H", "H", "H", "H", "H", "H", "H", "H", "H", "H", "H", "H", "H", "H", "H", "H", "Cl", "Ge", "Cl", "Cl", "F", "B", "F", "F", "F", "Cl", "C", "C", "C", "C", "C", "Cl", "C", "N", "C", "C", "C", "C", "C", "C", "C", "C", "O", "O", "H", "H", "H", "H", "H", "H", "H", "H", "H", "H"],
  "xyz": [[0.89, 0.22, 1.00], [3.76, -2.04, -2.45], [2.51, -1.34, -2.18], [1.45, -1.40, -3.19], [2.30, -0.67, -1.07], [1.24, -0.03, -0.87], [3.37, -0.70, 0.01], [2.82, -0.02, 1.14], [3.26, -0.42, 2.44], [2.02, -0.49, 3.31], [0.95, 0.03, 2.90], [2.08, -1.09, 4.47], [3.30, -1.71, 4.96], [0.86, -1.33, 5.24], [3.56, -2.86, -3.13], [4.49, -1.37, -2.92], [4.17, -2.46, -1.54], [1.53, -2.35, -3.71], [0.49, -1.35, -2.69], [1.54, -0.58, -3.89], [3.62, -1.73, 0.27], [4.26, -0.16, -0.33], [3.76, -1.39, 2.39], [3.93, 0.36, 2.82], [4.18, -1.15, 4.65], [3.28, -1.70, 6.05], [3.37, -2.74, 4.61], [0.00, -1.17, 4.60], [0.87, -2.37, 5.58], [0.81, -0.66, 6.10], [1.89, 3.79, -0.47], [1.13, 2.60, 1.16], [-0.12, 3.89, 2.38], [2.95, 2.75, 2.47], [0.73, -4.29, 1.35], [1.64, -3.30, 1.11], [2.54, -3.13, 2.18], [2.38, -3.50, -0.07], [0.94, -2.03, 0.95], [-0.09, 1.81, -3.71], [-1.51, 2.73, -3.33], [-1.51, 4.08, -3.59], [-2.66, 4.82, -3.36], [-3.79, 4.18, -2.90], [-3.78, 2.81, -2.65], [-5.31, 2.10, -2.21], [-2.62, 2.05, -2.80], [-2.48, 0.70, -2.52], [-3.28, -0.09, -1.66], [-3.79, -1.28, -2.16], [-4.58, -2.11, -1.38], [-4.87, -1.73, -0.08], [-4.34, -0.55, 0.43], [-3.52, 0.27, -0.33], [-2.92, 1.50, 0.29], [-1.40, 1.48, 0.33], [-0.71, 2.47, 0.04], [-0.91, 0.42, 0.84], [-0.61, 4.54, -3.98], [-2.67, 5.89, -3.55], [-4.72, 4.72, -2.75], [-1.59, 0.32, -2.78], [-3.59, -1.53, -3.20], [-4.97, -3.03, -1.79], [-5.50, -2.35, 0.54], [-4.55, -0.27, 1.46], [-3.21, 1.53, 1.34], [-3.26, 2.43, -0.18]]
}



{
  "formula": "C22H26Cl2N4O4S",
  "method": "ωB97M-V/def2-TZVPD",
  "lumo_energy_ha": 0.0164,
  "largest_force_ev_per_a": 1.09,
  "homo_ev": -8.42,
  "orbital_gap_ev": 8.87,
  "smiles": "CN(CC(=O)Nc1c(Cl)cccc1Cl)C(=O)c1cc(S(=O)(=O)N(C)C)ccc1N1CCCC1",
  "symbols": ["C", "N", "C", "C", "O", "N", "C", "C", "Cl", "C", "C", "C", "C", "Cl", "C", "O", "C", "C", "C", "S", "O", "O", "N", "C", "C", "C", "C", "C", "N", "C", "C", "C", "C", "H", "H", "H", "H", "H", "H", "H", "H", "H", "H", "H", "H", "H", "H", "H", "H", "H", "H", "H", "H", "H", "H", "H", "H", "H", "H"],
  "xyz": [[0.13, 0.51, -2.25], [-0.33, 1.29, -1.13], [-1.49, 2.13, -1.37], [-2.76, 1.37, -0.96], [-3.31, 0.58, -1.70], [-3.13, 1.63, 0.32], [-4.24, 1.04, 0.95], [-5.51, 1.08, 0.38], [-5.78, 1.93, -1.10], [-6.59, 0.47, 1.00], [-6.43, -0.14, 2.23], [-5.19, -0.14, 2.85], [-4.11, 0.45, 2.21], [-2.56, 0.46, 2.98], [0.09, 1.17, 0.15], [-0.42, 1.82, 1.05], [1.28, 0.28, 0.38], [2.44, 0.92, 0.76], [3.61, 0.20, 0.94], [5.14, 1.06, 1.30], [6.05, 0.14, 1.92], [4.84, 2.30, 1.96], [5.77, 1.44, -0.20], [5.01, 2.43, -0.93], [6.22, 0.31, -0.97], [3.62, -1.17, 0.74], [2.46, -1.82, 0.40], [1.25, -1.13, 0.23], [0.10, -1.78, -0.14], [-1.19, -1.52, 0.47], [-2.18, -2.34, -0.38], [-1.30, -3.37, -1.12], [0.10, -3.18, -0.53], [1.05, 0.00, -2.00], [0.30, 1.17, -3.10], [-0.63, -0.23, -2.53], [-1.55, 2.37, -2.43], [-1.40, 3.05, -0.78], [-2.40, 1.98, 0.94], [-7.56, 0.51, 0.53], [-7.27, -0.60, 2.72], [-5.05, -0.59, 3.82], [2.45, 1.99, 0.92], [5.64, 2.89, -1.69], [4.13, 1.99, -1.42], [4.69, 3.18, -0.22], [5.39, -0.22, -1.46], [6.72, -0.36, -0.28], [6.92, 0.65, -1.73], [4.54, -1.71, 0.89], [2.48, -2.89, 0.28], [-1.19, -1.88, 1.51], [-1.43, -0.47, 0.47], [-2.70, -1.70, -1.08], [-2.92, -2.82, 0.26], [-1.66, -4.39, -0.98], [-1.29, -3.16, -2.18], [0.88, -3.37, -1.26], [0.25, -3.84, 0.34]]
}



{
  "formula": "C22H26F3N2",
  "method": "ωB97M-V/def2-TZVPD",
  "lumo_energy_ha": -0.1372,
  "largest_force_ev_per_a": 2.35,
  "homo_ev": -11.21,
  "orbital_gap_ev": 7.48,
  "total_charge": 1,
  "smiles": "CN(C)[C@@H](c1ccc(C(F)(F)F)cc1)[C@H]1CCC/C1=[N+](/C)c1ccccc1",
  "symbols": ["C", "N", "C", "C", "C", "C", "C", "C", "C", "F", "F", "F", "C", "C", "C", "C", "C", "C", "C", "N", "C", "C", "C", "C", "C", "C", "C", "H", "H", "H", "H", "H", "H", "H", "H", "H", "H", "H", "H", "H", "H", "H", "H", "H", "H", "H", "H", "H", "H", "H", "H", "H", "H"],
  "xyz": [[-2.25, 0.74, -2.34], [-0.85, 1.04, -2.42], [-0.45, 2.19, -3.24], [-0.07, 0.61, -1.28], [1.45, 0.65, -1.71], [2.14, 1.83, -1.53], [3.50, 1.94, -1.84], [4.17, 0.81, -2.30], [5.67, 0.93, -2.55], [6.30, -0.26, -2.45], [5.91, 1.40, -3.81], [6.25, 1.79, -1.68], [3.48, -0.36, -2.58], [2.11, -0.45, -2.27], [-0.39, 0.95, 0.31], [-1.21, 2.22, 0.60], [-2.55, 1.85, 1.34], [-2.47, 0.34, 1.66], [-1.11, -0.04, 1.23], [-0.52, -1.06, 1.78], [0.93, -1.27, 1.65], [-1.26, -2.07, 2.52], [-1.14, -2.10, 3.91], [-1.89, -3.02, 4.62], [-2.66, -3.98, 3.94], [-2.70, -3.98, 2.54], [-1.99, -3.02, 1.82], [-2.82, 1.51, -2.87], [-2.56, -0.21, -2.80], [-2.57, 0.71, -1.29], [-1.34, 2.55, -3.79], [-0.06, 2.99, -2.57], [0.33, 1.94, -4.01], [-0.31, -0.44, -1.10], [1.63, 2.69, -1.12], [4.05, 2.85, -1.63], [4.03, -1.22, -2.96], [1.62, -1.39, -2.46], [0.67, 1.09, 0.66], [-0.69, 2.86, 1.33], [-1.33, 2.80, -0.31], [-2.68, 2.39, 2.29], [-3.43, 2.09, 0.74], [-3.14, -0.29, 1.04], [-2.80, 0.13, 2.69], [1.17, -2.27, 2.04], [1.21, -1.20, 0.60], [1.45, -0.50, 2.24], [-0.50, -1.35, 4.38], [-1.85, -3.00, 5.71], [-3.22, -4.72, 4.51], [-3.27, -4.73, 2.01], [-1.98, -2.99, 0.73]]
}



{
  "formula": "C22H26FN3O3",
  "method": "ωB97M-V/def2-TZVPD",
  "lumo_energy_ha": 0.0100,
  "largest_force_ev_per_a": 0.49,
  "homo_ev": -8.78,
  "orbital_gap_ev": 9.05,
  "smiles": "COc1cccc(C(=O)NC2CCN(CC(=O)NCc3ccccc3F)CC2)c1",
  "symbols": ["C", "O", "C", "C", "C", "C", "C", "C", "O", "N", "C", "C", "C", "N", "C", "C", "O", "N", "C", "C", "C", "C", "C", "C", "C", "F", "C", "C", "C", "H", "H", "H", "H", "H", "H", "H", "H", "H", "H", "H", "H", "H", "H", "H", "H", "H", "H", "H", "H", "H", "H", "H", "H", "H", "H"],
  "xyz": [[4.13, 3.40, -0.27], [5.30, 2.72, 0.10], [5.28, 1.35, 0.13], [6.48, 0.74, 0.48], [6.57, -0.64, 0.52], [5.47, -1.42, 0.23], [4.26, -0.82, -0.09], [3.09, -1.69, -0.41], [3.20, -2.75, -0.99], [1.89, -1.21, 0.02], [0.65, -1.92, -0.18], [-0.41, -1.00, -0.80], [-1.72, -1.76, -0.95], [-2.17, -2.22, 0.35], [-3.54, -2.72, 0.29], [-4.52, -1.56, 0.16], [-5.58, -1.64, -0.42], [-4.10, -0.47, 0.83], [-4.79, 0.81, 0.78], [-3.82, 1.91, 0.45], [-3.46, 2.87, 1.39], [-2.53, 3.85, 1.09], [-1.94, 3.89, -0.17], [-2.28, 2.95, -1.12], [-3.21, 1.98, -0.80], [-3.54, 1.07, -1.74], [-1.23, -3.17, 0.91], [0.11, -2.48, 1.14], [4.16, 0.57, -0.14], [3.31, 3.22, 0.43], [4.39, 4.46, -0.25], [3.81, 3.13, -1.28], [7.33, 1.36, 0.69], [7.51, -1.11, 0.77], [5.52, -2.50, 0.24], [1.87, -0.38, 0.59], [0.88, -2.74, -0.86], [-0.07, -0.64, -1.77], [-0.57, -0.14, -0.15], [-2.48, -1.11, -1.38], [-1.57, -2.61, -1.64], [-3.77, -3.25, 1.22], [-3.71, -3.42, -0.55], [-3.18, -0.51, 1.23], [-5.56, 0.71, 0.01], [-5.27, 1.01, 1.74], [-3.91, 2.84, 2.37], [-2.27, 4.59, 1.83], [-1.22, 4.66, -0.40], [-1.84, 2.96, -2.11], [-1.62, -3.54, 1.86], [-1.08, -4.04, 0.24], [0.83, -3.19, 1.56], [-0.03, -1.66, 1.85], [3.23, 1.03, -0.44]]
}



{
  "formula": "C22H26IrN8O3",
  "method": "ωB97M-V/def2-TZVPD",
  "lumo_energy_ha": [-0.1633, -0.1603],
  "largest_force_ev_per_a": 2.19,
  "homo_ev": [-11.26, -11.33],
  "orbital_gap_ev": [6.82, 6.97],
  "total_charge": 1,
  "symbols": ["Ir", "O", "C", "N", "C", "C", "C", "C", "C", "C", "N", "C", "C", "C", "C", "C", "N", "H", "H", "H", "H", "H", "H", "H", "H", "H", "H", "O", "C", "C", "C", "C", "O", "N", "H", "H", "H", "H", "C", "N", "C", "N", "C", "N", "C", "N", "C", "C", "H", "H", "H", "H", "H", "H", "H", "H", "H", "H", "H", "H"],
  "xyz": [[0.66, 0.84, -0.38], [0.84, 4.51, 1.51], [0.48, 3.55, 0.87], [1.28, 2.52, 0.51], [2.64, 2.75, 0.93], [3.53, 1.75, 0.32], [4.89, 1.70, 0.62], [5.69, 0.78, -0.01], [5.11, -0.08, -0.94], [3.76, 0.03, -1.19], [2.98, 0.92, -0.56], [-0.88, 3.46, 0.31], [-1.80, 4.44, 0.64], [-3.07, 4.36, 0.11], [-3.34, 3.33, -0.78], [-2.35, 2.42, -1.07], [-1.13, 2.44, -0.51], [2.74, 2.77, 2.02], [2.95, 3.74, 0.58], [5.29, 2.40, 1.35], [6.74, 0.72, 0.21], [5.70, -0.81, -1.48], [3.29, -0.59, -1.93], [-1.48, 5.23, 1.30], [-3.83, 5.09, 0.37], [-4.31, 3.23, -1.25], [-2.55, 1.68, -1.81], [2.09, -1.52, 2.53], [2.00, -1.79, 1.37], [2.41, -3.11, 0.70], [2.15, -2.91, -0.81], [1.52, -1.54, -0.83], [1.07, -0.88, -1.80], [1.47, -0.97, 0.36], [1.82, -3.91, 1.13], [3.45, -3.31, 0.94], [1.48, -3.65, -1.25], [3.06, -2.90, -1.41], [-1.97, -0.90, -1.43], [-3.25, -1.59, -1.35], [-4.07, -0.98, -0.30], [-3.42, -1.04, 1.02], [-2.16, -0.33, 0.95], [-1.26, -0.89, -0.11], [-1.04, -2.34, 0.23], [-2.29, -3.06, 0.31], [-2.98, -2.99, -0.98], [-3.15, -2.45, 1.34], [-2.13, 0.10, -1.74], [-1.33, -1.39, -2.16], [-5.02, -1.51, -0.25], [-4.28, 0.06, -0.55], [-1.64, -0.43, 1.91], [-2.34, 0.71, 0.76], [-0.53, -2.40, 1.19], [-0.43, -2.79, -0.55], [-3.93, -3.53, -0.91], [-2.36, -3.45, -1.75], [-2.65, -2.50, 2.30], [-4.09, -3.00, 1.39]]
}



no.,molar mass (g mol⁻¹)
1,950.3
2,808.1
3,513.4
4,375.5
5,399.5
6,642.7